one | {
  "formula": "C3H4N2O",
  "method": "ωB97M-V/def2-TZVPD",
  "lumo_energy_ha": 0.0392,
  "gap_ev": 10.341,
  "homo_energy_ev": -9.3,
  "smiles": "Nc1ccon1",
  "species": ["N", "C", "C", "C", "O", "N", "H", "H", "H", "H"],
  "positions_angstrom": [[0.98076, 1.13160, -1.15274], [0.13628, 0.43106, -0.30569], [0.13660, -0.97764, 0.02804], [-0.78989, -1.02441, 1.01141], [-1.39401, 0.13310, 1.19932], [-0.78194, 1.07674, 0.37191], [1.94200, 0.81762, -1.15614], [0.91761, 2.13757, -1.03539], [-0.07984, -1.84583, -0.57166], [-1.06756, -1.87981, 1.61094]],
  "lowdin_charge": [0.107, -0.412, -0.028, -0.156, -0.035, 0.100, 0.092, 0.094, 0.107, 0.129]
}

two | {
  "formula": "C3H4N2O",
  "method": "ωB97M-V/def2-TZVPD",
  "lumo_energy_ha": 0.0151,
  "gap_ev": 11.122,
  "homo_energy_ev": -10.7,
  "smiles": "[H]/N=C/[C@H](O)C#N",
  "species": ["H", "N", "C", "C", "O", "C", "N", "H", "H", "H"],
  "positions_angstrom": [[-2.11790, -1.53849, 0.45666], [-1.63640, -0.70037, 0.13028], [-0.38437, -0.79774, 0.25100], [0.53247, 0.36425, -0.19664], [1.85232, 0.14030, 0.20289], [-0.10718, 1.64644, 0.02434], [-0.85631, 2.51459, -0.12818], [0.12254, -1.68147, 0.69178], [0.50686, 0.78686, -1.28352], [2.08797, -0.73436, -0.14862]],
  "lowdin_charge": [0.062, 0.122, -0.169, -0.372, -0.015, -0.212, 0.168, 0.126, 0.185, 0.105]
}

three | {
  "formula": "C3H4N2O",
  "method": "ωB97M-V/def2-TZVPD",
  "lumo_energy_ha": -0.0146,
  "gap_ev": 8.626,
  "homo_energy_ev": -9.0,
  "species": ["O", "C", "C", "N", "C", "N", "H", "H", "H", "H"],
  "positions_angstrom": [[-0.73273, 1.33086, -0.60630], [1.46056, -0.24826, 0.41245], [0.63709, -1.15082, -0.53403], [-0.63034, -0.97754, -0.51663], [-0.79172, 0.23137, 0.26715], [0.45143, 0.30090, 1.05510], [-0.32183, 1.02864, -1.43146], [1.08361, -1.88666, -1.19722], [-1.71101, 0.29223, 0.85578], [0.55494, 1.07928, 1.69515]],
  "lowdin_charge": [-0.005, -0.017, -0.154, 0.109, -0.424, 0.014, 0.105, 0.091, 0.150, 0.131]
}

Energies relative to the most stable structure are one 0.0000; two 0.0041; three 0.0233, reported in hartree.

one | {
  "formula": "C3H4N2O",
  "method": "ωB97M-V/def2-TZVPD",
  "lumo_energy_ha": 0.0235,
  "gap_ev": 9.443,
  "homo_energy_ev": -8.8,
  "smiles": "Oc1ccn[nH]1",
  "species": ["O", "C", "C", "C", "N", "N", "H", "H", "H", "H"],
  "positions_angstrom": [[1.20249, 0.46096, -1.56349], [0.43055, 0.19210, -0.50365], [-0.15637, -1.05628, -0.25387], [-1.02870, -0.67551, 0.85094], [-0.87930, 0.55921, 1.25595], [0.08697, 1.08264, 0.43678], [0.75292, -0.02857, -2.27614], [0.92392, -1.24126, 0.08039], [-1.85271, -1.24553, 1.27451], [0.52023, 1.95224, 0.69859]],
  "lowdin_charge": [0.087, -0.460, -0.081, -0.179, 0.039, 0.057, 0.130, 0.152, 0.096, 0.159]
}

two | {
  "formula": "C3H4N2O",
  "method": "ωB97M-V/def2-TZVPD",
  "lumo_energy_ha": 0.0183,
  "gap_ev": 9.105,
  "homo_energy_ev": -8.6,
  "smiles": "Oc1cn[nH]c1",
  "species": ["O", "C", "C", "N", "N", "C", "H", "H", "H", "H"],
  "positions_angstrom": [[1.78832, -0.51247, -0.34538], [0.86796, 0.34579, 0.35371], [0.04379, 1.24771, -0.40581], [-1.19799, 0.81255, -0.46536], [-1.21970, -0.31170, 0.31342], [-0.03594, -0.56159, 0.87350], [1.18863, -0.78356, -1.06945], [0.29044, 2.18469, -0.90090], [-1.92930, -1.00839, 0.15188], [0.20380, -1.41303, 1.49438]],
  "lowdin_charge": [-0.044, -0.285, -0.123, 0.040, -0.008, -0.075, 0.101, 0.110, 0.151, 0.133]
}

Energies relative to the most stable structure are one 0.0000; two 0.0070, reported in hartree.

one | {
  "formula": "C3H4N2O",
  "method": "ωB97M-V/def2-TZVPD",
  "lumo_energy_ha": 0.0224,
  "gap_ev": 11.089,
  "homo_energy_ev": -10.5,
  "smiles": "N#CCC(N)=O",
  "species": ["N", "C", "C", "C", "N", "O", "H", "H", "H", "H"],
  "positions_angstrom": [[2.01010, 0.49074, -1.46987], [1.51312, 0.10547, -0.50370], [0.64927, -0.71586, 0.29934], [-0.76218, -0.16833, 0.49799], [-1.11599, 0.89297, -0.26114], [-1.48658, -0.70730, 1.30811], [1.14695, -0.75576, 1.26244], [0.56914, -1.74071, -0.06674], [-2.04142, 1.27817, -0.14861], [-0.48241, 1.32062, -0.91782]],
  "lowdin_charge": [0.161, -0.234, -0.094, -0.548, 0.178, 0.058, 0.126, 0.142, 0.120, 0.091]
}

two | {
  "formula": "C3H4N2O",
  "method": "ωB97M-V/def2-TZVPD",
  "lumo_energy_ha": -0.0130,
  "gap_ev": 8.438,
  "homo_energy_ev": -8.8,
  "species": ["O", "C", "C", "C", "N", "N", "H", "H", "H", "H"],
  "positions_angstrom": [[1.44195, 1.20535, 0.80900], [0.60729, 0.14783, 0.83013], [0.79042, -1.02128, 0.05469], [-0.32266, -1.28738, -0.66339], [-1.39289, -0.35574, -0.56840], [-1.04679, 0.63993, 0.09163], [1.97772, 1.13601, 0.00634], [0.20430, -0.00407, 1.83454], [-0.53161, -2.13954, -1.29984], [-1.81713, 1.27721, 0.29770]],
  "lowdin_charge": [0.026, -0.326, -0.028, -0.194, 0.020, 0.053, 0.115, 0.143, 0.072, 0.119]
}

Energies relative to the most stable structure are one 0.0000; two 0.1608, reported in hartree.

one | {
  "formula": "C3H4N2O",
  "method": "ωB97M-V/def2-TZVPD",
  "lumo_energy_ha": 0.0241,
  "gap_ev": 11.265,
  "homo_energy_ev": -10.6,
  "smiles": "N#CCC(N)=O",
  "species": ["N", "C", "C", "C", "N", "O", "H", "H", "H", "H"],
  "positions_angstrom": [[1.77854, 1.02232, -1.86159], [1.39754, 0.29842, -1.03923], [0.81656, -0.61375, -0.04033], [-0.46246, -0.17978, 0.63908], [-1.41620, 0.58163, 0.08450], [-0.49938, -0.55409, 1.80474], [1.16474, -0.77207, 1.03134], [0.73528, -1.61469, -0.47535], [-2.11540, 0.92747, 0.72394], [-1.39922, 0.90454, -0.86710]],
  "lowdin_charge": [0.138, -0.206, -0.094, -0.566, 0.188, 0.029, 0.149, 0.130, 0.121, 0.111]
}

two | {
  "formula": "C3H4N2O",
  "method": "ωB97M-V/def2-TZVPD",
  "lumo_energy_ha": 0.0334,
  "gap_ev": 9.395,
  "homo_energy_ev": -8.5,
  "smiles": "Nc1cnoc1",
  "species": ["N", "C", "C", "N", "O", "C", "H", "H", "H", "H"],
  "positions_angstrom": [[1.57503, -0.04930, -0.26302], [0.21228, -0.13362, -0.15178], [-0.46488, 1.05513, 0.23693], [-1.69383, 0.82519, 0.58361], [-1.90420, -0.49508, 0.33323], [-0.76596, -1.06474, -0.14922], [1.84927, 0.70606, 0.34174], [2.16192, -0.80709, -0.56544], [-0.12270, 2.06772, 0.05887], [-0.84693, -2.10428, -0.42492]],
  "lowdin_charge": [0.093, -0.341, -0.114, 0.057, -0.067, -0.060, 0.089, 0.097, 0.125, 0.123]
}

three | {
  "formula": "C3H4N2O",
  "method": "ωB97M-V/def2-TZVPD",
  "lumo_energy_ha": 0.0310,
  "gap_ev": 9.813,
  "homo_energy_ev": -9.0,
  "smiles": "Nc1cnoc1",
  "species": ["N", "C", "C", "N", "O", "C", "H", "H", "H", "H"],
  "positions_angstrom": [[1.64610, -0.07740, -0.36174], [0.26471, -0.23542, -0.11075], [-0.51585, 1.10541, 0.09251], [-1.76973, 0.90065, 0.29881], [-2.01937, -0.41196, 0.25826], [-0.72373, -1.16847, -0.02061], [1.96018, 0.75379, 0.12282], [2.34612, -0.80778, -0.27124], [-0.18352, 2.16840, 0.06074], [-1.00490, -2.22723, -0.06879]],
  "lowdin_charge": [0.067, -0.274, -0.086, -0.012, -0.123, 0.025, 0.079, 0.092, 0.120, 0.113]
}

four | {
  "formula": "C3H4N2O",
  "method": "ωB97M-V/def2-TZVPD",
  "lumo_energy_ha": 0.0226,
  "gap_ev": 9.142,
  "homo_energy_ev": -8.5,
  "smiles": "Oc1ccn[nH]1",
  "species": ["O", "C", "C", "C", "N", "N", "H", "H", "H", "H"],
  "positions_angstrom": [[1.84635, -0.17955, 0.58806], [0.49769, -0.04301, 0.65398], [-0.32588, -0.99975, 0.12474], [-1.23360, -0.24971, -0.63507], [-1.14814, 1.04827, -0.38806], [-0.08845, 1.17383, 0.44818], [2.04521, -1.12348, 0.56482], [-0.09666, -2.05332, 0.14697], [-1.83124, -0.61817, -1.45545], [-0.00738, 2.04710, 0.95228]],
  "lowdin_charge": [0.072, -0.371, -0.044, -0.176, 0.022, 0.026, 0.111, 0.102, 0.100, 0.157]
}

Energies relative to the most stable structure are one 0.0000; two 0.0618; three 0.0778; four 0.0487, reported in hartree.

one | {
  "formula": "C4H6N2",
  "method": "ωB97M-V/def2-TZVPD",
  "lumo_energy_ha": 0.0053,
  "gap_ev": 6.614,
  "homo_energy_ev": -6.5,
  "species": ["N", "C", "C", "C", "C", "N", "H", "H", "H", "H", "H", "H"],
  "positions_angstrom": [[0.09646, -1.81738, -0.84483], [0.12225, -0.35718, -0.15109], [1.13593, -1.14920, -0.03834], [0.57743, 1.66359, 1.17362], [-0.60252, 1.73068, 0.57003], [-0.87444, 0.49583, -0.20407], [0.20621, -1.89648, -1.85392], [-0.47824, -2.55278, -0.43449], [2.08567, -1.43817, 0.36850], [0.80825, 2.54624, 1.78523], [-1.44505, 2.42570, 0.48902], [-1.63195, 0.34913, -0.85966]],
  "lowdin_charge": [0.095, -0.250, 0.006, -0.094, -0.325, 0.023, 0.133, 0.136, 0.105, -0.032, 0.065, 0.136]
}

two | {
  "formula": "C4H6N2",
  "method": "ωB97M-V/def2-TZVPD",
  "lumo_energy_ha": 0.0388,
  "gap_ev": 9.568,
  "homo_energy_ev": -8.5,
  "smiles": "C1=NN[C@@H]2C[C@H]12",
  "species": ["C", "N", "N", "C", "C", "C", "H", "H", "H", "H", "H", "H"],
  "positions_angstrom": [[-0.42047, -0.91215, 0.99003], [0.36077, -1.59788, 0.30134], [0.44057, -1.10404, -0.97543], [-0.14458, 0.24373, -0.93279], [0.34289, 1.00375, 0.21403], [-0.87378, 0.24006, 0.38092], [-0.92890, -0.99693, 1.91354], [1.37061, -1.00420, -1.23627], [-0.16258, 0.65147, -2.09615], [0.40852, 2.12529, 0.11904], [1.34536, 0.50079, 0.63670], [-1.73841, 0.85009, 0.68504]],
  "lowdin_charge": [-0.206, 0.029, -0.027, -0.242, -0.153, -0.245, 0.123, 0.086, 0.197, 0.125, 0.161, 0.153]
}

three | {
  "formula": "C4H6N2",
  "method": "ωB97M-V/def2-TZVPD",
  "lumo_energy_ha": 0.0405,
  "gap_ev": 9.168,
  "homo_energy_ev": -8.1,
  "species": ["N", "C", "C", "N", "C", "C", "H", "H", "H", "H", "H", "H"],
  "positions_angstrom": [[0.12630, 0.30590, -1.60205], [1.24880, -0.09206, -1.24547], [1.15858, -0.79297, 0.11924], [-0.16701, -0.59712, 0.70629], [-1.13190, -0.06681, -0.12981], [-0.62108, 0.76687, 0.97598], [1.33609, -1.86155, -0.04883], [1.92334, -0.42716, 0.81114], [-2.13215, -0.51196, -0.24206], [-0.65282, 0.78532, -1.97212], [0.02402, 1.59913, 0.68509], [-1.11216, 0.89242, 1.94259]],
  "lowdin_charge": [0.090, -0.108, -0.201, -0.115, -0.149, -0.132, 0.104, 0.106, 0.113, 0.094, 0.102, 0.095]
}

four | {
  "formula": "C4H6N2",
  "method": "ωB97M-V/def2-TZVPD",
  "lumo_energy_ha": 0.0247,
  "gap_ev": 10.094,
  "homo_energy_ev": -9.4,
  "smiles": "N#C[C@@H]1CCN1",
  "species": ["N", "C", "C", "C", "C", "N", "H", "H", "H", "H", "H", "H"],
  "positions_angstrom": [[1.28590, -2.70090, -0.65983], [0.84772, -1.88894, 0.11115], [0.28250, -0.65638, 0.54114], [-0.68335, -0.21288, -0.56887], [-0.20920, 1.25827, -0.21629], [0.89093, 0.73092, 0.66953], [-0.55106, -1.12396, 1.23325], [-0.49944, -0.62660, -1.62892], [-1.75751, -0.12426, -0.26502], [0.27744, 1.93557, -1.08054], [-1.02537, 2.09447, 0.26063], [1.14143, 1.31469, 1.60375]],
  "lowdin_charge": [0.145, -0.197, -0.380, -0.143, -0.241, -0.028, 0.166, 0.138, 0.108, 0.117, 0.146, 0.170]
}

Energies relative to the most stable structure are one 0.1179; two 0.0023; three 0.0457; four 0.0000, reported in hartree.